ORCA calculation (ωB97M-V with the def2-TZVPD basis set) on a single C25H23ClN6O molecule.

```
! RIJCOSX wB97M-V def2-TZVPD def2/J DEFGRID3
* xyz 0 1
C 1.07 -3.30 -2.32
N 2.16 -2.47 -2.78
C 2.34 -1.20 -2.28
O 3.22 -0.46 -2.65
C 1.33 -0.77 -1.26
C 0.11 -0.27 -1.64
N -0.75 0.29 -0.80
C -0.46 0.36 0.49
N -1.36 1.02 1.29
C -2.65 1.37 0.73
C -3.68 1.38 1.87
N -3.25 2.28 2.91
C -3.86 3.46 3.13
N -5.02 3.69 2.49
C -5.63 4.83 2.75
C -5.14 5.76 3.65
C -3.94 5.43 4.26
N -3.30 4.30 4.01
C -1.93 2.01 3.43
C -0.93 2.00 2.27
C 0.69 -0.30 1.04
C 0.88 -0.54 2.41
C 2.02 -1.16 2.86
C 3.00 -1.58 1.96
C 2.81 -1.43 0.61
C 1.64 -0.82 0.12
C 2.96 -2.95 -3.84
C 4.33 -2.70 -3.88
C 5.10 -3.19 -4.91
C 4.51 -3.94 -5.92
Cl 5.47 -4.56 -7.21
C 3.15 -4.20 -5.89
C 2.38 -3.71 -4.86
H 0.13 -3.07 -2.84
H 1.32 -4.34 -2.50
H 0.92 -3.16 -1.26
H -0.20 -0.26 -2.68
H -2.92 0.63 -0.02
H -2.62 2.36 0.25
H -4.65 1.72 1.51
H -3.76 0.38 2.29
H -6.56 4.99 2.21
H -5.65 6.68 3.85
H -3.46 6.09 4.97
H -1.68 2.78 4.15
H -1.94 1.03 3.92
H 0.08 1.79 2.61
H -0.93 3.00 1.80
H 0.11 -0.27 3.12
H 2.15 -1.34 3.92
H 3.90 -2.04 2.33
H 3.54 -1.79 -0.09
H 4.79 -2.12 -3.10
H 6.16 -2.99 -4.94
H 2.69 -4.78 -6.68
H 1.32 -3.90 -4.86
*
```

For the gap between HOMO and LUMO, the calculation gives 8.14 eV. For the LUMO energy, the calculation gives 0.2 eV.



ORCA calculation (ωB97M-V with the def2-TZVPD basis set) on a molecular structure, C25H23CsN3OS2Se in a non-equilibrium geometry.

```
! RIJCOSX wB97M-V def2-TZVPD def2/J DEFGRID3
* xyz -1 1
Cs -0.79 0.26 -0.25
S -3.65 2.01 -0.25
C -4.19 0.01 -0.25
C -5.58 -0.01 -0.25
C -6.23 -1.25 -0.25
C -5.52 -2.45 -0.25
C -4.13 -2.44 -0.25
N -3.40 -1.31 -0.25
H -6.16 0.90 -0.25
H -7.32 -1.27 -0.25
H -6.04 -3.40 -0.25
H -3.55 -3.35 -0.25
O 0.10 3.01 -0.25
S 0.30 3.93 0.92
C -0.45 5.50 0.42
C -0.47 5.90 -0.92
C -1.05 7.11 -1.28
C -1.63 7.93 -0.31
C -1.62 7.53 1.03
C -1.03 6.32 1.39
C 2.00 4.53 0.78
C 2.51 5.44 1.71
C 3.83 5.89 1.62
C 4.65 5.43 0.59
C 4.16 4.51 -0.34
C 2.84 4.06 -0.24
H -0.04 5.26 -1.69
H -1.07 7.42 -2.33
H -2.08 8.87 -0.59
H -2.07 8.17 1.79
H -1.04 6.02 2.44
H 1.88 5.81 2.52
H 4.21 6.61 2.34
H 5.68 5.78 0.52
H 4.80 4.14 -1.13
H 2.47 3.34 -0.97
C 0.85 -5.42 -2.50
N 1.04 -5.61 -1.06
C 0.84 -4.72 -0.05
Se 0.29 -3.08 -0.25
N 1.12 -5.26 1.16
C 1.51 -6.52 0.90
C 1.91 -7.51 1.79
C 2.27 -8.76 1.26
C 2.22 -8.99 -0.14
C 1.81 -7.96 -1.02
C 1.46 -6.74 -0.45
H 0.50 -4.39 -2.73
H 0.10 -6.14 -2.88
H 1.82 -5.59 -3.03
H 1.06 -4.80 2.10
H 1.94 -7.32 2.86
H 2.59 -9.56 1.92
H 2.50 -9.95 -0.54
H 1.77 -8.13 -2.08
H 2.08 0.26 -0.25
*
```

For the gap between HOMO and LUMO, the calculation gives 4.20 eV. For the LUMO energy, the calculation gives 2.1 eV.



ORCA calculation (ωB97M-V with the def2-TZVPD basis set) on a molecular structure, C25H23N3O2PtSSb.

```
! RIJCOSX wB97M-V def2-TZVPD def2/J DEFGRID3
* xyz 1 1
Pt -0.64 0.11 0.55
C -2.59 -2.18 1.18
C -2.05 -2.35 -0.21
C -2.47 -3.44 -0.95
C -2.01 -3.64 -2.24
C -1.13 -2.71 -2.76
C -0.73 -1.63 -1.98
N -1.18 -1.46 -0.72
Sb 0.56 -0.24 -2.96
C 1.99 -0.12 -1.39
C 3.30 -0.14 -1.85
C 4.34 -0.04 -0.93
C 4.02 0.10 0.40
C 2.68 0.12 0.79
C 2.33 0.28 2.23
N 1.68 0.00 -0.09
C -0.64 1.44 -2.42
C -0.90 2.35 -3.43
C -1.70 3.45 -3.17
C -2.22 3.59 -1.90
C -1.92 2.65 -0.91
C -2.51 2.83 0.45
N -1.14 1.59 -1.17
H -3.29 -2.99 1.40
H -3.11 -1.23 1.29
H -1.79 -2.19 1.91
H -3.17 -4.14 -0.51
H -2.33 -4.49 -2.82
H -0.75 -2.81 -3.76
H 3.51 -0.24 -2.90
H 5.37 -0.05 -1.26
H 4.78 0.20 1.15
H 3.22 0.38 2.85
H 1.76 -0.58 2.58
H 1.71 1.16 2.36
H -0.48 2.19 -4.42
H -1.93 4.17 -3.94
H -2.85 4.43 -1.65
H -3.16 3.70 0.48
H -1.72 2.96 1.19
H -3.09 1.95 0.73
O 1.73 -2.02 8.04
C 2.08 -0.91 7.36
O 3.04 -0.28 7.67
C 1.20 -0.53 6.20
C 1.11 0.82 5.88
C 0.35 1.23 4.80
C -0.28 0.28 3.99
S -1.23 0.85 2.60
C -0.21 -1.06 4.32
C 0.52 -1.47 5.43
H 0.86 -2.34 7.77
H 1.65 1.54 6.48
H 0.26 2.28 4.56
H -0.71 -1.80 3.71
H 0.60 -2.53 5.66
*
```

For the gap between HOMO and LUMO (spin up / spin down), the calculation gives 6.76 / 6.75 eV. For the LUMO energy (spin up / spin down), the calculation gives -4.3 / -4.3 eV.